Formula: C43H47N4PtSb
Source: OMol25
Level of theory: ωB97M-V with the def2-TZVPD basis set

Its multiplicity is 1. The LUMO energy is 0.0139 Eh. The frontier orbital gap is 0.2502 hartree.

```
96
Properties=species:S:1:pos:R:3:forces:R:3:mulliken_charge:R:1
Pt 0.4038 0.4624 -1.8582 0.63 -0.04 -0.97 2.145
Sb -0.4952 0.2007 1.5239 -0.31 0.04 0.47 0.497
N 0.0358 -1.3543 -2.7031 -0.21 -0.37 0.45 -0.875
N -1.5708 0.5624 -2.2030 0.07 0.24 -0.31 0.316
N 0.8301 2.4282 -1.9001 -0.23 0.26 0.32 -0.050
N 2.4295 0.5098 -1.5306 0.04 -0.23 -0.27 0.165
C 0.8896 -2.2291 2.9002 0.04 0.01 0.00 -1.242
C 0.6173 1.0678 3.1494 0.05 0.03 0.04 0.171
C 1.0600 -2.3457 -3.0074 -0.04 0.12 -0.15 -1.830
C 4.3890 1.6632 -2.3084 0.08 0.11 0.16 -0.494
C -2.9579 -1.5692 3.7337 0.07 -0.02 -0.05 -1.503
C -3.2807 -0.1822 3.2366 -0.02 -0.07 0.11 1.383
C 2.0846 2.7584 -2.1140 -0.01 0.09 0.07 1.284
C -0.8401 -2.8390 1.3320 0.09 -0.02 0.00 1.029
C -4.0205 2.4512 2.6128 0.03 -0.05 0.01 -0.906
C -0.4970 -4.1729 1.5116 0.01 -0.01 0.05 -0.311
C -2.3305 1.7446 -1.8265 -0.08 -0.01 0.07 -1.005
C -4.5102 0.3503 3.6365 -0.02 0.05 0.02 -0.626
C 1.2227 -3.5688 3.0719 0.02 0.05 0.02 -0.790
C 2.0311 2.4192 1.5220 -0.02 0.01 -0.12 -0.736
C -4.1462 -1.2080 -4.2215 0.09 0.11 -0.01 -0.483
C -2.8824 -3.3034 -3.9349 -0.07 0.04 -0.01 -0.695
C -1.2142 -1.5839 -3.0603 -0.02 -0.03 0.04 0.589
C -4.8907 1.6436 3.3310 0.05 -0.04 -0.01 -0.703
C 2.4874 4.1053 -2.3214 -0.06 0.00 -0.07 -0.941
C 2.6202 -3.0396 -1.1249 0.03 0.00 0.05 -1.850
C 5.2200 2.7189 -2.6653 -0.05 -0.10 -0.03 -0.597
C -1.4840 2.8761 -1.2521 0.09 -0.07 0.16 -0.357
C 1.9860 2.1987 5.3024 0.00 0.00 -0.01 -0.756
C 3.0179 1.6105 -1.9941 -0.09 0.04 0.20 0.887
C -0.2780 3.3602 -2.0463 0.01 -0.04 -0.04 -0.730
C -2.0962 -0.3950 -2.9502 0.04 -0.06 0.28 1.302
C 3.7121 4.6608 -2.6117 0.07 -0.03 0.01 -0.773
C -0.1350 -1.8527 2.0411 0.08 -0.05 -0.23 0.280
C 3.2807 -0.5109 -0.9140 0.00 -0.04 0.06 -1.233
C 0.5299 -4.5408 2.3732 -0.05 -0.03 -0.03 -0.827
C -1.9497 -2.4630 0.3904 -0.05 0.06 0.05 -1.482
C 4.9579 4.0655 -2.7952 -0.09 0.05 0.00 -0.712
C 2.5471 -1.7239 -0.3358 -0.12 0.07 0.10 1.249
C -1.6797 -2.8776 -3.4093 0.05 0.05 -0.04 -0.522
C -2.4234 0.6078 2.4670 0.14 0.11 -0.07 0.994
C 2.3181 2.5383 4.0004 -0.01 0.01 0.03 -0.756
C -3.3243 -0.2617 -3.6294 -0.17 -0.12 0.08 -0.751
C -2.8134 1.9241 2.1884 -0.02 0.03 -0.07 -0.976
C -4.0000 -2.5789 -4.3310 0.07 -0.07 0.01 -0.657
C 1.6449 1.9897 2.9104 -0.03 -0.05 0.11 0.251
C 1.3559 -3.3687 -1.9034 0.02 -0.02 -0.07 0.359
C 0.2829 0.7444 4.4632 -0.01 -0.02 -0.03 -0.065
C 0.9594 1.2987 5.5396 -0.02 -0.02 -0.04 -0.930
H 1.2034 2.9172 1.0108 -0.02 0.03 0.00 0.153
H 2.3046 1.5731 0.8912 0.02 -0.06 -0.04 -0.112
H 1.9705 -1.7894 -3.2432 0.01 0.01 0.05 0.634
H -2.1560 3.7203 -1.0762 -0.01 -0.02 -0.04 0.640
H -0.0246 4.3540 -1.6692 0.04 -0.06 0.01 0.564
H -2.1469 2.5716 1.6270 0.00 -0.01 -0.03 0.298
H 3.1141 3.2510 3.8212 0.02 0.01 -0.01 0.394
H 4.8942 0.7091 -2.2875 -0.02 -0.01 0.05 0.287
H 2.0223 -3.8458 3.7467 0.01 0.00 0.01 0.415
H 0.7818 -5.5860 2.4973 0.00 -0.02 0.00 0.362
H -1.9625 -1.9023 3.4519 -0.11 0.05 0.04 -0.161
H -0.5135 3.4654 -3.1136 -0.04 0.05 0.02 0.120
H 0.5051 -3.4268 -1.2223 -0.06 0.01 0.07 -0.006
H 5.7834 4.7142 -3.0545 0.02 0.01 -0.01 0.327
H -4.2772 3.4768 2.3827 -0.01 0.02 -0.01 0.444
H -2.7101 -1.8604 0.8982 0.01 -0.02 -0.03 0.053
H -3.6799 -2.2971 3.3579 0.00 -0.03 -0.02 0.504
H -3.7084 0.7474 -3.6817 -0.02 -0.02 0.08 0.278
H 6.2436 2.4204 -2.8687 0.01 0.01 0.00 0.330
H -5.0567 -0.7982 -4.6473 -0.01 -0.01 0.01 0.337
H -0.5238 0.0444 4.6491 -0.03 -0.02 0.02 0.356
H -1.0436 -4.9361 0.9701 -0.01 -0.02 -0.02 0.427
H 1.4417 -1.4725 3.4444 0.02 0.01 0.01 0.474
H -3.0297 1.4615 -1.0288 -0.14 -0.06 -0.12 0.449
H 1.6924 4.8310 -2.2262 0.01 -0.03 -0.04 0.151
H 1.4645 -4.3603 -2.3527 -0.02 0.01 -0.02 0.488
H -3.0193 -1.5900 4.8233 -0.02 -0.01 0.02 0.535
H 0.6854 1.0317 6.5517 -0.01 -0.01 0.02 0.455
H 1.4994 -1.4528 -0.1771 0.02 -0.01 0.00 -1.349
H 3.6953 5.7413 -2.7137 0.00 0.00 -0.01 0.336
H 2.8325 -3.8596 -0.4344 -0.04 0.01 0.00 0.432
H 2.9514 -1.9057 0.6614 0.02 0.03 0.00 0.681
H -2.9375 2.1240 -2.6539 0.17 0.07 -0.05 0.435
H 3.7947 -0.0124 -0.0822 0.13 0.06 -0.10 0.535
H 4.0750 -0.8535 -1.5855 -0.12 -0.10 -0.09 0.239
H -0.9834 -3.6756 -3.1878 0.01 0.01 0.00 0.312
H 2.8729 3.1105 1.5485 0.01 0.00 -0.02 0.546
H -1.1059 2.5665 -0.2737 -0.02 0.04 -0.04 -0.509
H -4.8198 -3.1335 -4.7676 -0.01 0.00 -0.02 0.330
H 2.5245 2.6423 6.1295 0.02 0.01 0.02 0.375
H 0.7698 -2.8598 -3.9266 0.04 0.02 -0.02 0.616
H -2.9535 -4.3785 -4.0672 0.00 0.00 -0.01 0.345
H -5.1741 -0.2763 4.2218 -0.01 -0.01 0.02 0.436
H -2.4405 -3.3414 -0.0265 0.01 -0.02 -0.02 0.558
H -1.5630 -1.8668 -0.4395 0.00 0.06 -0.06 -0.035
H -5.8490 2.0217 3.6617 -0.02 0.01 0.01 0.388
H 3.4630 -3.0063 -1.8242 0.02 -0.01 0.02 0.393
```
Positions in Å, forces in eV/Å.


Formula: C43H47N5O6RuS2SiTe
Source: OMol25
Level of theory: ωB97M-V with the def2-TZVPD basis set

The expectation value of S² is 8.763. Its charge is -1. Its multiplicity is 6. The LUMO energy (spin up / spin down) is 0.0791 / 0.0458 Eh. The frontier orbital gap (spin up / spin down) is 0.2693 / 0.2323 hartree. The relative energy (zero: lowest compared OMol25 entry of this formula, charge and spin) comes out at 0.000 eV.

```
106
Properties=species:S:1:pos:R:3:forces:R:3:lowdin_spin:R:1
Te -1.4303 1.2630 -1.0090 -1.57 -0.30 -0.41 0.179
Ru 1.1477 0.4809 0.0119 0.01 0.26 0.30 3.852
S 3.2853 1.4041 -2.9010 1.13 -0.69 -0.99 0.017
S 3.4047 0.1789 -1.3309 -0.26 0.01 0.49 0.156
Si 0.7616 3.9098 1.7748 -0.29 1.17 -0.05 0.015
O 1.3261 -3.2324 4.6858 -0.12 0.18 -0.12 0.001
O 2.3194 0.9600 -3.8805 -0.02 0.15 0.06 0.004
O -0.4794 4.0966 -5.7952 -0.09 0.10 -0.12 0.000
O 2.7661 2.8360 -2.3734 0.31 -0.23 -0.35 0.006
O 4.6004 1.6579 -3.4180 0.00 0.19 0.37 0.016
O 0.1583 -1.1135 1.4501 0.54 0.99 -0.36 0.093
N 0.8995 3.6862 -3.3726 0.22 0.19 0.10 0.013
N 0.6899 2.1266 -1.6511 0.06 -0.95 1.02 0.146
N 0.1564 -1.3518 -1.2494 0.48 -0.12 0.26 0.088
N 2.4336 0.3936 1.9525 -0.30 0.17 -0.59 0.095
N 1.2450 2.2739 1.6159 -0.46 -0.27 -0.78 0.123
C 2.5931 2.0338 3.6643 0.09 -0.01 -0.05 0.003
C -1.4974 -4.8917 -4.3814 -0.03 -0.04 -0.06 0.001
C 0.2333 -4.0349 -2.9600 -0.07 -0.04 0.20 0.001
C -2.0676 -3.5117 -2.5014 0.17 0.04 0.15 0.001
C -3.1790 -0.0768 -0.6950 0.51 0.06 0.14 0.022
C -1.0919 0.0378 -2.7658 0.16 0.12 -0.02 0.011
C -0.5687 1.3263 5.2228 0.00 0.05 0.16 0.000
C -0.2841 -2.5404 -1.0288 0.14 0.33 -0.13 0.009
C 1.3717 2.8198 -2.4203 -1.04 0.38 0.24 0.030
C -3.1320 -1.0372 0.3092 0.15 0.21 0.02 0.003
C -5.1193 -2.0780 -0.5319 -0.12 -0.13 0.02 0.001
C -0.9640 -0.5936 3.8420 0.05 -0.06 0.14 0.000
C 2.2600 5.1042 1.9441 -0.50 -0.57 0.05 0.003
C -0.0042 -2.3650 1.4632 -0.26 -1.04 0.03 0.008
C -0.6838 -4.4842 0.4001 0.15 0.04 0.16 -0.001
C 3.4163 1.1911 4.3708 0.03 0.05 -0.23 0.003
C -0.7206 -3.3959 -2.1748 -0.12 0.08 -0.34 0.004
C -1.3115 0.6793 4.2497 -0.12 0.03 -0.03 0.000
C -0.1663 -4.4843 2.7102 -0.15 0.06 -0.21 0.000
C 2.0728 1.6076 2.4206 0.23 0.20 0.48 0.019
C 3.2092 -0.4298 2.6314 0.42 -0.17 0.40 0.014
C -0.1547 -4.7800 -4.0582 0.03 -0.07 -0.06 0.000
C -0.3346 -3.1357 0.2850 0.07 0.04 0.59 0.004
C -0.2106 4.5446 0.2638 0.33 -0.49 0.43 -0.001
C -0.4833 4.0989 -3.3735 -0.33 -0.15 -0.09 0.003
C 0.8883 -0.5641 5.3674 -0.04 -0.19 -0.01 0.000
C 1.6287 4.0636 -4.5605 0.02 0.02 -0.39 0.003
C -4.2346 -0.1237 -1.6015 0.20 0.28 0.01 0.008
C -1.1753 3.6390 -4.6560 -0.01 0.08 0.31 0.001
C -0.6254 -5.1743 1.5957 -0.01 -0.03 0.09 0.003
C 0.8470 3.6100 -5.8027 0.38 0.02 0.09 0.000
C -2.4505 -4.2641 -3.5980 -0.10 -0.03 -0.09 0.000
C 0.1114 -3.1297 2.6833 0.00 -0.01 -0.42 0.006
C 0.1560 -0.8006 -2.5813 0.15 0.08 -0.64 0.009
C 0.1653 -1.2117 4.3689 0.00 0.36 0.45 0.000
C 0.5204 0.6949 5.7994 -0.07 0.05 0.06 0.000
C 0.6021 -2.5658 3.9561 0.13 -0.08 0.19 0.000
C 3.5048 -1.7544 2.0021 -0.08 0.03 -0.17 0.003
C -0.4339 4.2713 3.2367 0.55 -0.26 -0.45 0.003
C -5.1986 -1.1126 -1.5221 -0.09 -0.02 -0.10 0.001
C 3.7319 -0.0657 3.8663 0.02 -0.09 -0.15 0.004
C -1.0267 -6.6187 1.6859 0.02 0.06 -0.16 0.001
C -4.0896 -2.0337 0.3920 -0.08 -0.13 0.10 0.000
H -5.8555 -2.8682 -0.4945 -0.07 -0.07 0.06 0.000
H 0.1993 -1.5730 -3.3648 -0.01 0.27 0.15 0.001
H -0.7140 5.3209 3.2443 0.01 0.25 -0.08 0.000
H -4.0166 -2.7896 1.1613 0.01 -0.07 0.09 0.000
H -1.5810 -1.1153 3.1312 -0.01 -0.04 -0.16 0.000
H -2.1822 4.0540 -4.7290 0.01 -0.06 0.09 0.000
H -3.4980 -4.3587 -3.8476 -0.08 0.03 0.00 0.000
H 1.9484 6.1277 1.7576 -0.15 0.20 -0.04 0.001
H 1.2771 -3.9399 -2.6970 0.12 0.02 -0.02 0.000
H -0.0431 -5.0030 3.6524 0.02 -0.02 0.06 0.000
H -1.0588 3.8911 0.0616 -0.08 0.05 -0.06 0.000
H -0.9815 0.6774 -3.6366 0.00 0.13 -0.01 0.002
H 0.8456 2.5110 -5.8472 0.03 0.07 0.05 0.000
H -1.2324 2.5407 -4.6651 -0.01 0.07 -0.03 0.000
H 0.4060 4.5803 -0.6265 0.13 -0.04 -0.16 0.000
H 2.9673 -1.8213 1.0538 0.02 -0.17 0.08 0.001
H -2.1596 1.1726 3.7984 -0.13 0.03 0.00 0.000
H -1.9620 -0.6073 -2.8903 -0.06 0.19 0.12 0.000
H 1.2994 4.0079 -6.7137 0.09 -0.07 0.09 0.000
H -0.9833 3.6669 -2.5022 0.09 0.22 -0.16 0.004
H 1.0388 -0.1657 -2.6974 -0.29 -0.31 -0.03 0.002
H 0.5899 -5.2714 -4.6667 0.08 -0.03 -0.05 0.000
H -1.3459 3.6900 3.1372 -0.16 -0.17 -0.04 0.000
H -4.2862 0.6197 -2.3882 -0.05 0.02 -0.11 0.003
H 4.3624 -0.7482 4.4147 0.05 -0.09 0.01 0.001
H 1.0921 1.1932 6.5713 0.03 0.02 0.01 0.000
H 2.6118 3.5920 -4.5571 -0.10 0.18 -0.05 0.000
H 2.3274 3.0076 4.0383 -0.06 0.14 0.13 0.001
H 3.1970 -2.5632 2.6637 -0.02 -0.10 -0.04 0.000
H -2.8101 -3.0209 -1.8891 -0.10 0.10 0.09 0.000
H -1.8036 -5.4621 -5.2460 0.00 -0.08 -0.07 0.000
H -0.8478 2.3185 5.5455 -0.03 0.09 -0.01 0.000
H 3.0260 4.8535 1.2161 0.12 -0.09 -0.17 0.000
H -2.0590 -6.7495 1.3601 -0.07 -0.11 0.05 0.000
H -0.9311 -6.9813 2.7073 -0.04 -0.06 0.03 0.000
H 1.7429 5.1576 -4.5815 0.06 -0.10 -0.07 0.000
H 1.7410 -1.0702 5.7946 0.06 -0.04 -0.01 0.000
H 3.8119 1.4944 5.3318 0.01 0.06 0.05 0.000
H 0.0040 4.0403 4.2010 0.12 -0.08 0.23 0.000
H -0.5186 5.1969 -3.3232 -0.08 -0.10 0.03 0.000
H -6.0042 -1.1449 -2.2425 -0.08 0.02 -0.06 0.000
H -0.9925 -5.0193 -0.4880 0.00 -0.04 -0.05 0.000
H 4.5697 -1.8561 1.7971 0.07 -0.02 0.02 0.000
H -2.3099 -1.0080 1.0107 0.10 -0.09 0.09 0.001
H 2.7202 5.0759 2.9271 0.08 -0.04 0.20 0.000
H -0.5927 5.5467 0.4435 -0.03 0.15 0.20 0.000
H -0.4011 -7.2373 1.0434 0.04 -0.14 -0.03 0.000
```
Positions in Å, forces in eV/Å.


| no. | electronic energy (eV) | largest force on an atom (eV/A) |
| --- | --- | --- |
| 1 | -61097.2204 | 1.16 |
| 2 | -104514.4461 | 1.65 |